# 1
{"formula": "C38H32N6O12S2V", "method": "the ωB97M-V functional and the def2-TZVPD basis", "species": ["V", "O", "C", "O", "C", "C", "C", "C", "C", "C", "O", "N", "O", "O", "N", "O", "O", "H", "H", "C", "C", "C", "C", "C", "C", "C", "S", "O", "O", "N", "C", "C", "C", "C", "C", "C", "C", "C", "N", "C", "H", "H", "H", "H", "H", "H", "H", "H", "H", "H", "H", "H", "H", "C", "C", "C", "C", "C", "C", "C", "S", "O", "O", "N", "C", "C", "C", "C", "C", "N", "H", "H", "H", "H", "H", "H", "H", "H", "H", "H", "H", "C", "C", "C", "O", "H", "H", "H", "H", "H", "H"], "positions_angstrom": [[0.10746, -0.01159, -0.14046], [-0.55384, -3.43649, -2.03266], [-0.37374, -2.22069, -1.94176], [-0.39914, -1.57889, -0.83626], [-0.15604, -1.39809, -3.17286], [-0.33334, -1.98399, -4.39936], [-0.21904, -1.22739, -5.58226], [0.05676, 0.13741, -5.50256], [0.27056, 0.74541, -4.27406], [0.25276, -0.01969, -3.03766], [0.61736, 0.48451, -1.95096], [0.48526, 2.13021, -4.24236], [0.76306, 2.70721, -5.30746], [0.36396, 2.74981, -3.17876], [-0.42454, -1.82789, -6.82776], [-0.64904, -3.04509, -6.88826], [-0.39134, -1.12229, -7.84786], [-0.58104, -3.03549, -4.45906], [0.09266, 0.73541, -6.40326], [0.03356, -7.48099, -0.03476], [0.65226, -6.11339, -0.02576], [0.05616, -5.07109, 0.66834], [0.57846, -3.79059, 0.61844], [1.72276, -3.55619, -0.12036], [2.33956, -4.58639, -0.80186], [1.80446, -5.86039, -0.75716], [2.48166, -1.92679, -0.34396], [2.32816, -1.55789, -1.72296], [3.86676, -2.10429, 0.06544], [1.65146, -0.92029, 0.60824], [1.59026, -1.18969, 1.93504], [2.55176, -1.84199, 2.70534], [2.31316, -2.07739, 4.05294], [1.14416, -1.67749, 4.66564], [0.15476, -1.00379, 3.92684], [-1.06154, -0.53039, 4.46614], [-1.90024, 0.18751, 3.63854], [-1.59694, 0.34911, 2.29274], [-0.51164, -0.17319, 1.71634], [0.38136, -0.77049, 2.54844], [-0.68644, -7.55139, -0.85096], [-0.49294, -7.67659, 0.89734], [0.79546, -8.24359, -0.18376], [-0.84244, -5.26229, 1.23554], [0.07166, -2.97729, 1.11354], [3.22716, -4.36099, -1.37376], [2.27666, -6.66209, -1.30806], [3.47266, -2.14789, 2.23524], [3.07316, -2.58589, 4.63334], [0.98366, -1.86289, 5.71914], [-1.29764, -0.70519, 5.50854], [-2.80234, 0.64101, 4.02844], [-2.25234, 0.93441, 1.65994], [3.06836, 7.97041, 0.22054], [2.56436, 6.62501, 0.65654], [2.86586, 5.49111, -0.09306], [2.40676, 4.24601, 0.29444], [1.64476, 4.13061, 1.44174], [1.33626, 5.24361, 2.19934], [1.79466, 6.49011, 1.80434], [0.99986, 2.49301, 1.86184], [2.11706, 1.73971, 2.36074], [-0.09064, 2.72731, 2.79334], [0.48766, 1.88451, 0.48064], [-0.64314, 2.34231, -0.06976], [-1.09524, 3.67021, -0.11446], [-2.22914, 3.95131, -0.84326], [-2.89314, 2.91811, -1.50096], [-2.40864, 1.62851, -1.37236], [-1.34174, 1.34331, -0.64316], [4.12526, 7.90171, -0.03036], [2.94256, 8.70751, 1.01124], [2.52836, 8.31471, -0.66196], [3.45736, 5.58991, -0.99066], [2.60116, 3.35491, -0.28196], [0.72116, 5.11401, 3.07704], [1.54796, 7.36571, 2.39164], [-0.53584, 4.44481, 0.38634], [-2.58214, 4.97211, -0.93306], [-3.75204, 3.12331, -2.12036], [-2.89384, 0.78951, -1.85986], [-3.86924, -2.24019, 2.36404], [-3.65294, -1.39279, 1.12404], [-4.73584, -0.35429, 0.88164], [-2.73564, -1.55539, 0.36374], [-4.78144, -2.82689, 2.25324], [-3.97774, -1.59499, 3.23344], [-3.02384, -2.90629, 2.51704], [-5.19824, -0.03899, 1.81304], [-5.49784, -0.78759, 0.23174], [-4.30684, 0.49871, 0.36344]], "forces_ev_per_a": [[-0.2, 1.0, 1.1], [-0.1, 0.6, -0.3], [-0.3, -1.2, -0.2], [-1.2, -2.5, -1.6], [0.0, -0.1, -0.3], [0.0, 0.3, 0.2], [0.3, 0.9, 1.3], [0.0, -0.1, -0.1], [-0.4, -1.7, 0.1], [0.2, 0.2, -0.4], [0.4, 0.3, -1.3], [0.2, 2.3, 0.2], [-0.1, -0.3, 0.5], [0.1, -0.6, -1.1], [-0.4, -0.7, -1.7], [0.2, 0.8, 0.2], [0.0, -0.3, 0.5], [0.0, 0.1, 0.2], [0.0, -0.1, 0.1], [0.0, 0.1, 0.0], [0.0, 0.0, 0.1], [0.2, 0.0, 0.0], [0.0, 0.1, 0.1], [0.2, 0.5, 0.0], [0.1, 0.0, 0.0], [0.0, 0.1, 0.0], [0.8, -0.5, 0.9], [-0.2, 0.1, -0.2], [-0.3, 0.1, 0.1], [2.2, -1.1, -1.6], [0.0, -0.5, 2.1], [-0.1, 0.2, -0.2], [0.0, -0.1, 0.2], [0.0, 0.0, -0.1], [0.4, -0.1, -0.5], [-0.3, 0.0, 0.5], [-0.1, 0.2, -0.6], [-1.5, 0.5, 0.9], [-0.2, -0.4, 0.1], [1.2, -0.9, 0.9], [-0.1, -0.1, 0.0], [0.0, -0.1, 0.1], [0.0, -0.1, 0.0], [-0.2, 0.0, 0.1], [0.0, -0.1, 0.0], [0.1, -0.1, -0.1], [0.1, -0.1, -0.1], [0.0, 0.0, 0.1], [0.0, 0.0, 0.1], [0.0, 0.0, 0.1], [0.0, 0.1, 0.0], [-0.1, 0.1, 0.0], [0.0, 0.0, 0.0], [0.0, -0.1, 0.0], [0.0, 0.0, 0.0], [0.0, 0.0, 0.1], [0.1, 0.0, 0.0], [-0.3, -0.5, -0.1], [-0.1, -0.2, 0.1], [0.1, -0.1, 0.0], [0.2, 0.6, 1.2], [0.0, 0.1, -0.5], [0.4, 0.3, -0.5], [1.5, 1.2, 0.6], [-1.3, 1.1, -0.4], [-0.2, 0.1, -0.1], [0.2, -0.2, 0.0], [-0.1, -0.1, -0.1], [-0.3, 0.1, -0.1], [-0.8, 1.0, -0.1], [0.1, 0.1, -0.1], [0.0, 0.1, 0.0], [0.0, 0.1, -0.1], [0.1, 0.0, -0.1], [0.1, -0.1, -0.2], [-0.1, 0.0, 0.1], [0.0, 0.1, 0.0], [-0.1, 0.0, 0.0], [0.0, 0.0, 0.0], [-0.1, -0.1, 0.0], [0.0, 0.0, 0.0], [0.3, 0.0, -0.2], [-0.3, -0.1, 0.4], [0.3, 0.0, -0.2], [-0.4, -0.2, -0.1], [-0.1, 0.0, 0.0], [0.0, 0.0, 0.1], [0.0, 0.0, 0.0], [-0.1, 0.1, 0.1], [-0.1, -0.1, 0.0], [0.0, 0.1, 0.0]], "multiplicity": 4, "e_lumo_ha": [0.142, 0.142], "orbital_gap_ha": [0.138, 0.221], "e_tot_ev": -120793.24833, "total_charge": -2, "de_lowest_ev": 2.5085}

=====

# 2
{"formula": "C38H33AsF6N4O6SY", "method": "the ωB97M-V functional and the def2-TZVPD basis", "species": ["Y", "O", "C", "C", "C", "C", "C", "C", "C", "N", "C", "C", "N", "C", "C", "C", "C", "C", "C", "C", "O", "H", "H", "H", "H", "H", "H", "H", "H", "H", "H", "H", "H", "H", "H", "C", "C", "C", "C", "C", "C", "C", "S", "O", "O", "N", "C", "C", "O", "O", "H", "H", "H", "H", "H", "H", "H", "H", "H", "F", "As", "F", "F", "F", "F", "F", "N", "C", "C", "C", "C", "C", "C", "C", "C", "C", "C", "C", "C", "C", "H", "H", "H", "H", "H", "H", "H", "H", "H", "H"], "positions_angstrom": [[-0.02841, -0.08701, 0.13138], [0.40908, 1.22100, -1.73545], [0.41410, 0.94306, -2.98144], [0.37736, 1.96223, -3.97737], [0.36347, 1.66779, -5.32161], [0.39041, 0.34867, -5.78651], [0.44616, -0.66791, -4.84688], [0.47741, -0.39790, -3.48489], [0.61584, -1.53341, -2.49570], [-0.56378, -1.54495, -1.67009], [-1.37064, -2.72302, -1.64444], [-2.09163, -2.82434, -0.28305], [-2.34936, -1.47527, 0.16417], [-3.55383, -1.11398, 0.36759], [-3.99548, 0.24721, 0.57151], [-5.34332, 0.47366, 0.88112], [-5.86381, 1.74246, 0.99640], [-5.00179, 2.83173, 0.77164], [-3.68308, 2.65107, 0.44890], [-3.10835, 1.34566, 0.34058], [-1.88166, 1.20300, 0.05276], [0.34718, 2.98587, -3.62455], [0.32799, 2.48492, -6.03598], [0.38665, 0.12742, -6.84624], [0.50330, -1.70389, -5.17161], [0.75050, -2.48140, -3.02969], [-0.77289, -3.61709, -1.85890], [-2.11861, -2.62869, -2.44848], [-1.43254, -3.32175, 0.42981], [-3.00910, -3.41887, -0.40070], [-4.35489, -1.87020, 0.32858], [-5.98134, -0.39282, 1.03919], [-6.90505, 1.89901, 1.24922], [-5.38784, 3.84307, 0.85919], [-3.01282, 3.48617, 0.28918], [-6.20167, 1.15552, 5.04570], [-4.76489, 1.13064, 4.60032], [-4.12720, -0.07675, 4.32826], [-2.82779, -0.10836, 3.85001], [-2.14434, 1.08356, 3.64466], [-2.75491, 2.29181, 3.92749], [-4.05854, 2.31068, 4.40282], [-0.46255, 1.03163, 3.06228], [0.39754, 0.90152, 4.22417], [-0.51778, -0.23830, 2.25609], [-0.29842, 2.26983, 2.19919], [1.00398, 2.91198, 2.15750], [1.99348, 2.29992, 1.16074], [2.99301, 2.93634, 0.82322], [1.72014, 1.10686, 0.77804], [-6.87396, 1.03368, 4.19133], [-6.45036, 2.10293, 5.52664], [-6.41642, 0.34925, 5.74997], [-4.66776, -1.00844, 4.46471], [-2.33833, -1.04330, 3.60957], [-2.21138, 3.20522, 3.72224], [-4.54668, 3.26136, 4.59231], [1.50521, 2.88884, 3.13366], [0.86815, 3.96085, 1.88731], [0.74040, -2.48574, 0.73916], [1.53285, -3.10946, 2.28172], [2.03415, -1.48488, 2.50373], [2.98362, -3.39491, 1.36730], [2.24854, -3.62072, 3.75494], [1.04121, -4.71692, 1.84496], [-0.00739, -2.88284, 3.01601], [1.72063, -1.27458, -1.55408], [2.89582, -1.59223, -1.91588], [3.19980, -2.29267, -3.20556], [3.56451, -1.55084, -4.32353], [3.84076, -2.19051, -5.52215], [3.75953, -3.57399, -5.61232], [3.40034, -4.31742, -4.49652], [3.12100, -3.67835, -3.29613], [4.06969, -1.24252, -1.07447], [5.11336, -2.14796, -0.89100], [6.18333, -1.80892, -0.08131], [6.22805, -0.55729, 0.52520], [5.20151, 0.35174, 0.32239], [4.12143, 0.01095, -0.47947], [3.60710, -0.47075, -4.25450], [4.10561, -1.60172, -6.39154], [3.97266, -4.06921, -6.55193], [3.33456, -5.39689, -4.55814], [2.83364, -4.25098, -2.42130], [5.07283, -3.12708, -1.35303], [6.97603, -2.52687, 0.09275], [7.06419, -0.29787, 1.16449], [5.20178, 1.32725, 0.79239], [3.30831, 0.70990, -0.59980]], "forces_ev_per_a": [[-0.1, 1.1, 0.1], [-0.1, -0.3, -0.1], [0.0, -0.1, -0.2], [0.0, 0.0, 0.1], [0.0, 0.0, 0.0], [0.0, 0.0, 0.0], [0.0, 0.0, 0.0], [0.0, 0.0, -0.1], [0.0, 0.0, -0.1], [0.4, -0.7, -0.2], [-0.1, 0.2, -0.1], [0.0, 0.0, 0.0], [0.1, -0.2, 0.0], [0.0, 0.1, -0.1], [0.0, -0.1, 0.0], [0.0, 0.0, 0.0], [0.0, 0.0, 0.0], [0.0, 0.0, 0.0], [0.0, -0.1, 0.0], [0.0, 0.0, 0.1], [0.0, -0.1, -0.4], [0.0, 0.0, 0.0], [0.0, 0.0, 0.0], [0.0, 0.0, 0.0], [0.0, 0.0, 0.0], [0.0, 0.0, 0.0], [0.0, 0.0, 0.0], [0.0, 0.0, 0.0], [0.0, 0.0, 0.0], [0.0, 0.0, 0.0], [0.0, 0.0, 0.0], [0.0, 0.0, 0.0], [0.0, 0.0, 0.0], [0.0, 0.0, 0.0], [0.0, 0.0, 0.0], [-0.1, 0.0, 0.0], [0.0, 0.0, 0.0], [0.0, 0.0, 0.0], [0.0, 0.0, 0.0], [-0.1, 0.0, 0.1], [0.0, 0.0, -0.1], [0.0, 0.0, 0.0], [0.1, -0.5, 0.1], [-0.1, 0.0, 0.0], [-0.1, 0.3, 1.0], [0.2, 0.4, 0.0], [-0.2, 0.1, 0.1], [0.1, -0.2, -0.1], [0.0, 0.1, 0.1], [-0.1, 0.1, 0.0], [0.0, 0.0, 0.0], [0.0, 0.0, 0.0], [0.0, 0.0, 0.0], [0.0, 0.0, 0.0], [0.0, 0.0, 0.0], [0.0, 0.0, 0.0], [0.0, 0.0, 0.0], [0.0, 0.0, 0.0], [0.0, 0.0, 0.0], [0.0, -0.2, 0.2], [-0.2, 0.7, -1.1], [0.0, -0.1, 0.3], [0.0, -0.1, 0.0], [0.1, -0.2, 0.1], [-0.1, -0.2, 0.0], [0.1, -0.1, 0.3], [0.0, 0.1, -0.4], [0.1, -0.1, 0.2], [0.0, 0.0, 0.0], [0.0, 0.0, 0.0], [0.0, 0.0, 0.0], [0.0, 0.0, 0.0], [0.0, 0.0, 0.0], [0.0, 0.0, 0.0], [-0.1, 0.0, 0.0], [0.0, 0.0, 0.0], [0.0, 0.0, 0.0], [0.0, 0.0, 0.0], [0.0, 0.0, 0.0], [0.1, 0.0, 0.0], [0.0, 0.0, 0.0], [0.0, 0.0, 0.0], [0.0, 0.0, 0.0], [0.0, 0.0, 0.0], [0.0, 0.0, 0.0], [0.0, 0.0, 0.0], [0.0, 0.0, 0.0], [0.0, 0.0, 0.0], [0.0, 0.0, 0.0], [0.0, 0.0, 0.0]], "multiplicity": 2, "e_lumo_ha": [0.148, 0.121], "orbital_gap_ha": [0.243, 0.217], "e_tot_ev": -147219.66706, "total_charge": -2, "de_lowest_ev": 2.0128}